No. 1
Here is C32H27BN5O2P2SSe2Sr as an isolated structure at a distorted geometry from the Open Molecules 2025 dataset. Energies are from ωB97M-V/def2-TZVPD.

XYZ file:
```
73
Properties=species:S:1:pos:R:3:forces:R:3
Sr -0.975037 -0.066057 0.516756 -0.63 -0.29 -2.81
Se -2.064510 5.160228 -5.081428 0.05 -0.29 0.07
P -3.111853 4.485805 -3.358950 0.33 -0.02 -0.22
C -4.676468 3.649505 -3.759103 -0.24 -0.08 0.10
C -5.351487 3.955520 -4.937730 0.22 -0.06 0.06
C -6.612793 3.432759 -5.168699 -0.08 -0.03 -0.10
C -7.205877 2.600667 -4.230475 0.04 -0.01 0.02
C -6.532541 2.289007 -3.057136 -0.19 -0.09 -0.02
C -5.277145 2.816688 -2.813452 0.24 0.10 -0.04
C -3.714134 5.956527 -2.467936 -0.17 0.15 0.29
C -3.564707 6.193019 -1.103074 0.11 0.13 -0.11
C -4.081801 7.353807 -0.545672 -0.10 0.23 0.01
C -4.758993 8.276235 -1.327879 0.04 -0.05 0.02
C -4.918185 8.037736 -2.687644 -0.06 0.07 0.03
C -4.401307 6.887674 -3.252045 0.09 -0.14 0.04
C -2.274009 3.405937 -2.189992 0.50 -0.52 -0.22
C -1.437633 2.256992 -2.280922 -0.49 0.48 0.29
N -1.322812 1.800668 -1.012969 0.07 0.93 -1.47
N -2.014587 2.588310 -0.216250 0.27 -0.28 0.44
N -2.578271 3.551627 -0.883808 -0.41 -0.03 -0.15
P -0.634453 1.341657 -3.616753 0.14 -0.10 -0.11
Se 0.379592 -0.427904 -3.101691 -0.01 0.03 0.43
C 0.548409 2.476497 -4.389605 -0.14 0.05 0.09
C 0.979631 3.619190 -3.728727 -0.08 0.01 -0.08
C 1.982643 4.398366 -4.283666 0.05 0.05 -0.03
C 2.556601 4.036636 -5.492004 -0.01 0.08 -0.01
C 2.139425 2.883416 -6.143740 -0.01 -0.04 -0.06
C 1.146426 2.095686 -5.587528 -0.01 0.05 0.00
C -1.953612 0.916241 -4.787681 -0.04 0.14 0.11
C -2.046393 1.376986 -6.094273 0.01 0.09 0.17
C -3.066299 0.908305 -6.907708 -0.10 0.00 -0.17
C -3.980151 -0.014191 -6.422443 -0.02 0.00 -0.06
C -3.882091 -0.476845 -5.116678 -0.11 -0.01 0.02
C -2.870318 -0.015224 -4.295398 0.04 0.06 0.07
H -4.864538 4.590822 -5.667906 0.00 -0.02 -0.04
H -7.130969 3.665803 -6.091580 0.01 0.01 0.01
H -8.189825 2.187468 -4.416363 0.01 -0.01 0.00
H -6.989748 1.628305 -2.331370 0.05 0.00 0.02
H -4.758359 2.589195 -1.889832 -0.02 -0.06 -0.02
H -3.046426 5.465698 -0.495535 -0.12 0.14 -0.01
H -3.953150 7.541637 0.513341 0.02 -0.04 0.01
H -5.156704 9.180698 -0.883958 -0.01 0.01 0.01
H -5.442202 8.754718 -3.308014 0.00 -0.01 -0.01
H -4.504727 6.705192 -4.314074 0.00 0.05 -0.02
H 0.524618 3.903902 -2.789277 0.00 0.01 0.00
H 2.306564 5.299947 -3.779452 0.00 -0.02 0.03
H 3.327037 4.658473 -5.932152 0.02 -0.02 0.01
H 2.597513 2.596655 -7.082535 -0.01 -0.02 0.00
H 0.834237 1.173286 -6.061972 0.08 0.00 -0.03
H -1.339412 2.104869 -6.465941 -0.05 0.08 -0.01
H -3.154800 1.273436 -7.924530 0.03 -0.01 0.01
H -4.773434 -0.376823 -7.065622 -0.01 0.01 0.00
H -4.594538 -1.198697 -4.737507 0.02 0.01 0.04
H -2.772028 -0.379808 -3.273799 -0.10 -0.04 -0.02
S -4.101095 -2.434314 -0.403506 -0.53 -0.49 -0.03
C -3.062711 -1.270764 -0.607427 0.13 0.41 -0.21
B 2.454150 -3.685307 0.822147 0.15 -0.16 0.08
C 1.301264 -2.659417 0.522521 -0.26 0.18 -0.05
N 0.450428 -1.899938 0.322122 1.22 -1.35 0.02
H 3.361174 -3.069602 1.346162 0.05 0.01 0.02
H 2.011380 -4.529114 1.578806 -0.01 -0.02 0.01
H 2.811304 -4.184534 -0.225077 0.01 -0.01 -0.05
O -1.988511 -0.360001 2.543726 -0.65 -0.14 1.23
C -1.089368 0.281327 3.099993 -0.11 0.15 1.56
C -1.010991 0.472428 4.618675 0.08 -0.02 -0.09
C 0.285113 1.251463 4.792787 -0.06 -0.05 -0.14
C 0.753849 1.503809 3.341589 0.07 0.11 0.54
O 1.737168 2.162200 3.069557 -0.10 -0.05 -0.03
N -0.086722 0.886395 2.462662 0.81 0.72 0.54
H -1.012833 -0.505395 5.099867 -0.06 0.00 0.00
H -1.895273 1.018794 4.948636 -0.03 -0.05 -0.01
H 1.058585 0.679653 5.305948 0.03 0.05 0.01
H 0.163924 2.204906 5.305806 0.06 0.01 0.00
```
Forces are in eV/Å.

Computed properties:
- charge = -2
- HOMO (alpha / beta) (eV) = 0.15 / -3.38
- LUMO (alpha / beta) (Ha) = 0.135 / 0.135
- spin multiplicity = 2
- Kohn-Sham gap (alpha / beta) (eV) = 3.53 / 7.06
- expectation value of S² = 0.755
- energy above the lowest of the compared OMol25 structures with the same formula, charge and spin (kJ/mol) = 168.4

In elementary charge units, the Löwdin charges are: number 1, Sr, carries 1.27; number 2, Se, carries 0.28; number 3, P, carries 0.57; number 4, C, carries -0.33; number 5, C, carries -0.12; number 6, C, carries -0.09; number 7, C, carries -0.10; number 8, C, carries -0.07; number 9, C, carries -0.06; number 10, C, carries -0.33; number 11, C, carries -0.07; number 12, C, carries -0.09; number 13, C, carries -0.11; number 14, C, carries -0.10; number 15, C, carries -0.12; number 16, C, carries -0.41; number 17, C, carries -0.40; number 18, N, carries -0.18; number 19, N, carries -0.07; number 20, N, carries -0.04; number 21, P, carries 0.53; number 22, Se, carries 0.32; number 23, C, carries -0.38; number 24, C, carries -0.10; number 25, C, carries -0.09; number 26, C, carries -0.10; number 27, C, carries -0.09; number 28, C, carries -0.12; number 29, C, carries -0.35; number 30, C, carries -0.10; number 31, C, carries -0.10; number 32, C, carries -0.10; number 33, C, carries -0.07; number 34, C, carries -0.10; number 35, H, carries 0.06; number 36, H, carries 0.10; number 37, H, carries 0.09; number 38, H, carries 0.11; number 39, H, carries 0.11; number 40, H, carries 0.07; number 41, H, carries 0.10; number 42, H, carries 0.09; number 43, H, carries 0.09; number 44, H, carries 0.07; number 45, H, carries 0.10; number 46, H, carries 0.10; number 47, H, carries 0.09; number 48, H, carries 0.10; number 49, H, carries 0.10; number 50, H, carries 0.08; number 51, H, carries 0.10; number 52, H, carries 0.09; number 53, H, carries 0.11; number 54, H, carries 0.07; number 55, S, carries 0.28; number 56, C, carries -0.89; number 57, B, carries -0.46; number 58, C, carries -0.24; number 59, N, carries -0.07; number 60, H, carries -0.02; number 61, H, carries -0.02; number 62, H, carries -0.02; number 63, O, carries -0.16; number 64, C, carries -0.58; number 65, C, carries -0.09; number 66, C, carries -0.10; number 67, C, carries -0.51; number 68, O, carries 0.04; number 69, N, carries -0.02; number 70, H, carries 0.11; number 71, H, carries 0.11; number 72, H, carries 0.11; number 73, H, carries 0.11



No. 2
Here is C32H30B2BrF7N5NaO4Sb as an isolated structure from the Open Molecules 2025 dataset. Energies are from ωB97M-V/def2-TZVPD.

XYZ file:
```
83
Properties=species:S:1:pos:R:3:forces:R:3
Na 0.031470 -1.453809 -2.119595 0.37 -0.17 0.05
C -3.093455 -3.117519 -0.828523 0.13 -0.01 0.12
C -2.032964 -2.143454 -0.414337 -0.05 -0.21 0.09
N -1.797001 -1.023246 -0.976694 -0.29 0.15 0.33
O -2.449611 -0.762052 -2.159311 -0.16 0.19 -0.15
B -2.354808 0.689674 -2.435687 -0.19 0.01 0.08
F -2.691715 1.403465 -1.261995 0.20 -0.01 -0.40
F -3.108143 1.011381 -3.514671 0.14 -0.08 0.11
O -0.900968 1.112024 -2.823548 -0.17 0.02 -0.05
N -0.027691 1.040247 -1.833103 -0.16 -0.01 0.27
C 1.213493 1.277273 -2.072437 0.20 0.00 -0.07
C 1.779190 1.657717 -3.401157 0.07 0.01 0.03
C 2.075243 0.981210 -0.893131 0.05 0.02 -0.14
N 1.456453 0.876968 0.228412 -0.23 -0.19 -0.04
O 1.973961 0.268933 1.299845 0.15 0.02 -0.04
B 2.166699 -1.319895 1.174787 0.18 0.04 -0.05
F 3.171802 -1.602218 2.045575 -0.24 0.07 -0.15
F 2.473291 -1.585941 -0.173105 -0.06 0.11 0.30
O 0.931225 -1.991787 1.578106 0.49 0.03 0.18
N 0.007128 -1.772465 0.615320 -0.09 -0.14 -0.39
C -1.067819 -2.454798 0.699534 -0.37 0.00 -0.22
C -1.362960 -3.505906 1.725292 -0.07 0.05 -0.06
C 3.537265 0.766349 -1.052610 -0.06 0.01 -0.08
H -3.719705 -2.682934 -1.599997 -0.03 0.02 -0.04
H -3.711844 -3.388561 0.031327 0.06 0.01 -0.04
H -2.645342 -4.039473 -1.212574 -0.02 0.05 0.04
H 0.980683 1.743280 -4.133335 -0.01 0.00 0.01
H 2.504417 0.916311 -3.743262 -0.02 0.04 0.03
H 2.303259 2.615363 -3.328715 -0.01 -0.06 0.00
H -0.517606 -3.614494 2.399590 -0.02 -0.01 -0.01
H -1.568882 -4.467477 1.244724 0.01 0.07 0.02
H -2.250610 -3.240169 2.306210 0.07 -0.05 -0.07
H 3.971168 1.680651 -1.470000 -0.04 -0.04 -0.01
H 3.734933 -0.051607 -1.744215 0.00 -0.01 -0.01
H 3.997952 0.539452 -0.099241 0.02 -0.01 0.08
C 2.227842 -6.606696 -0.168168 -0.03 0.10 -0.07
C 2.151477 -5.548478 -1.239275 0.00 -0.13 0.12
C 3.019642 -5.515672 -2.323250 0.08 -0.02 -0.06
C 2.938905 -4.495291 -3.259928 0.13 -0.09 -0.04
C 1.963966 -3.545546 -3.058126 -0.10 -0.01 0.16
Br 1.816217 -2.059046 -4.252023 0.10 -0.02 -0.19
N 1.101162 -3.549666 -2.063348 0.07 -0.17 0.05
C 1.204871 -4.537180 -1.167709 -0.14 0.15 0.02
H 2.853483 -7.440683 -0.481729 -0.01 0.02 0.00
H 1.236740 -6.995171 0.074341 0.06 0.03 -0.03
H 2.653087 -6.191621 0.748572 -0.01 -0.01 -0.05
H 3.772395 -6.287389 -2.436430 -0.02 0.03 0.00
H 3.607824 -4.437841 -4.106503 0.00 -0.02 0.03
H 0.499533 -4.506733 -0.340049 0.07 0.02 -0.10
F 2.344466 5.519948 4.704524 0.01 0.03 0.02
C 1.743807 4.696365 3.840549 0.02 0.02 0.02
C 2.116178 4.743680 2.510074 0.06 0.04 -0.13
C 1.486273 3.888728 1.622830 -0.01 -0.06 0.05
C 0.512436 2.988576 2.060055 0.03 -0.13 -0.02
C 0.156729 2.976214 3.406309 -0.01 0.04 -0.09
C 0.770871 3.838060 4.305832 -0.10 -0.11 0.08
Sb -0.430782 1.820502 0.548477 0.15 0.44 0.59
C -1.088885 3.544828 -0.492285 -0.05 -0.43 -0.07
C -0.516898 4.041824 -1.650126 -0.05 0.11 0.04
C -1.009150 5.217756 -2.197965 0.12 -0.03 -0.09
C -2.071490 5.843547 -1.578756 -0.01 0.00 0.01
F -2.555352 6.963719 -2.117072 -0.02 0.08 -0.02
C -2.652799 5.358046 -0.422179 -0.08 -0.02 0.10
C -2.152525 4.190942 0.129608 0.09 0.05 0.05
C -1.692652 0.615318 1.698056 -0.03 0.13 -0.36
C -1.103592 -0.040112 2.775858 -0.09 0.07 0.07
C -1.907236 -0.776492 3.628983 0.10 0.02 0.08
C -3.267307 -0.823325 3.380629 0.08 0.09 -0.08
F -4.036662 -1.539595 4.197430 -0.13 -0.14 0.16
C -3.862277 -0.174322 2.315160 -0.06 0.04 -0.09
C -3.059760 0.552642 1.448986 -0.05 0.03 0.12
H 2.875378 5.445786 2.186912 -0.05 -0.05 0.04
H 1.760471 3.940310 0.573366 0.01 0.02 0.00
H -0.614493 2.312843 3.773638 0.00 -0.04 0.00
H 0.502638 3.845716 5.355591 0.03 0.01 -0.08
H 0.307685 3.543122 -2.141319 -0.07 0.05 0.01
H -0.581926 5.645294 -3.096944 -0.05 -0.03 0.06
H -3.480953 5.889451 0.029973 0.04 -0.03 -0.04
H -2.592389 3.806059 1.046680 0.02 0.04 -0.10
H -0.034490 -0.007888 2.942704 -0.02 0.03 0.01
H -1.490715 -1.311166 4.473585 -0.03 0.02 -0.04
H -4.933927 -0.245465 2.168096 0.10 0.00 0.02
H -3.496323 1.043606 0.588886 0.04 -0.07 0.15
```
Forces are in eV/Å.

Computed properties:
- charge = +1
- HOMO (eV) = -11.67
- LUMO (Ha) = -0.140
- Kohn-Sham gap (eV) = 7.88

In elementary charge units, the Löwdin charges are: number 1, Na, carries 0.28; number 2, C, carries 0.02; number 3, C, carries -0.25; number 4, N, carries 0.01; number 5, O, carries 0.06; number 6, B, carries -1.04; number 7, F, carries 0.09; number 8, F, carries 0.21; number 9, O, carries 0.06; number 10, N, carries -0.07; number 11, C, carries -0.27; number 12, C, carries 0.00; number 13, C, carries -0.21; number 14, N, carries -0.13; number 15, O, carries 0.03; number 16, B, carries -1.03; number 17, F, carries 0.21; number 18, F, carries 0.13; number 19, O, carries 0.06; number 20, N, carries 0.08; number 21, C, carries -0.27; number 22, C, carries 0.01; number 23, C, carries 0.04; number 24, H, carries 0.09; number 25, H, carries 0.09; number 26, H, carries 0.10; number 27, H, carries 0.10; number 28, H, carries 0.07; number 29, H, carries 0.10; number 30, H, carries 0.09; number 31, H, carries 0.09; number 32, H, carries 0.08; number 33, H, carries 0.11; number 34, H, carries 0.10; number 35, H, carries 0.10; number 36, C, carries -0.03; number 37, C, carries -0.23; number 38, C, carries 0.01; number 39, C, carries -0.07; number 40, C, carries -0.69; number 41, Br, carries 0.88; number 42, N, carries 0.02; number 43, C, carries -0.06; number 44, H, carries 0.08; number 45, H, carries 0.09; number 46, H, carries 0.09; number 47, H, carries 0.13; number 48, H, carries 0.11; number 49, H, carries 0.12; number 50, F, carries 0.09; number 51, C, carries -0.27; number 52, C, carries 0.01; number 53, C, carries -0.11; number 54, C, carries -0.31; number 55, C, carries -0.09; number 56, C, carries 0.01; number 57, Sb, carries 1.91; number 58, C, carries -0.31; number 59, C, carries -0.08; number 60, C, carries 0.03; number 61, C, carries -0.26; number 62, F, carries 0.10; number 63, C, carries 0.03; number 64, C, carries -0.09; number 65, C, carries -0.31; number 66, C, carries -0.12; number 67, C, carries 0.01; number 68, C, carries -0.28; number 69, F, carries 0.10; number 70, C, carries 0.03; number 71, C, carries -0.08; number 72, H, carries 0.13; number 73, H, carries 0.10; number 74, H, carries 0.10; number 75, H, carries 0.13; number 76, H, carries 0.09; number 77, H, carries 0.13; number 78, H, carries 0.13; number 79, H, carries 0.12; number 80, H, carries 0.11; number 81, H, carries 0.14; number 82, H, carries 0.13; number 83, H, carries 0.11



No. 3
Here is C4H8O2S in the gas phase from the Open Molecules 2025 dataset. Energies are from ωB97M-V/def2-TZVPD.

XYZ file:
```
15
Properties=species:S:1:pos:R:3:forces:R:3
C -1.493092 -0.407644 -0.095263 -0.27 -0.21 -0.08
C -0.830185 0.892423 -0.505477 -0.35 0.30 0.22
C 1.483917 1.063712 0.057900 0.27 -0.08 0.43
C 0.529464 -1.550747 0.441249 -0.01 0.39 -0.28
H -1.780840 -0.306489 0.967315 0.00 -0.08 -0.27
H -2.406051 -0.585156 -0.703549 0.56 0.13 0.37
H -0.407928 0.848818 -1.499050 0.11 -0.14 -0.41
H -1.582877 1.688737 -0.485502 0.01 -0.12 -0.04
H 2.080254 1.369733 0.928889 -0.12 -0.14 -0.34
H 1.767098 1.667419 -0.807279 0.01 0.04 -0.06
H 0.857818 -2.573929 0.497224 0.15 -0.39 0.05
H 0.430316 -1.139831 1.443644 -0.18 0.03 0.13
O 0.159675 1.268544 0.437588 0.00 0.03 0.18
O -0.681282 -1.559610 -0.271502 -0.18 0.13 0.13
S 1.873720 -0.675986 -0.406183 0.00 0.12 -0.05
```
Forces are in eV/Å.

Computed properties:
- charge = 0
- HOMO (eV) = -8.88
- structure (SMILES) = C1COCSCO1
- LUMO (Ha) = 0.034
- Kohn-Sham gap (eV) = 9.81
- energy above the lowest of the compared OMol25 structures with the same formula, charge and spin (kJ/mol) = 148.5

In elementary charge units, the Löwdin charges are: number 1, C, carries -0.19; number 2, C, carries -0.20; number 3, C, carries -0.49; number 4, C, carries -0.50; number 5, H, carries 0.13; number 6, H, carries 0.14; number 7, H, carries 0.12; number 8, H, carries 0.13; number 9, H, carries 0.09; number 10, H, carries 0.08; number 11, H, carries 0.08; number 12, H, carries 0.10; number 13, O, carries -0.19; number 14, O, carries -0.18; number 15, S, carries 0.89



Let's list electronic energy in order: -7599.36687 -5537.46969 -705.83906 a.u..
Let's list M in order: 863.968 927.887 120.173 g mol⁻¹.